Record 1
The following is a quantum chemistry calculation of a molecular structure, C6H14O3Pb in a non-equilibrium geometry, from the OMol25 dataset.

Its HOMO energy (spin up / spin down) is -16.57 / -16.56 eV. Its total charge is +2. The spin multiplicity is 1. The value obtained for the gap between HOMO and LUMO (spin up / spin down) is 6.6955 / 6.6920 eV. The calculation puts the energy relative to the best compared isomer or geometry (same formula, charge and spin) at 0.0 kcal per mole.

Geometry as XYZ:
```
24
Properties=species:S:1:pos:R:3:nbo_charge:R:1
H 3.4900 0.8615 -1.3021 0.2386
C 3.8989 -0.1525 -1.2230 -0.7991
H 4.4286 -0.3215 -0.2806 0.2473
H 4.6107 -0.3259 -2.0368 0.2224
H 2.8067 -0.7976 -0.8576 0.2616
C 3.4857 -6.1313 -3.5738 -0.2717
O 3.0939 -4.8108 -3.2055 -0.6903
C 3.1972 -3.8137 -4.2328 -0.1361
C 2.9952 -2.4533 -3.5992 0.1620
O 2.3281 -1.6758 -4.5537 -0.4557
C 1.9482 -0.4315 -4.0151 -0.1072
C 1.3574 -0.7588 -2.6523 -0.1360
O 2.4015 -1.6237 -2.0739 -0.6759
H 3.2739 -6.7807 -2.7193 0.2308
H 2.9089 -6.4587 -4.4486 0.2352
H 4.5600 -6.1231 -3.7987 0.2379
H 2.4895 -4.0279 -5.0453 0.2536
H 4.2185 -3.8841 -4.6330 0.2584
H 4.0166 -2.0653 -3.4372 0.2208
H 1.1755 0.0091 -4.6548 0.2542
H 2.8339 0.2171 -3.9240 0.2145
H 0.3417 -1.1542 -2.7392 0.2196
H 1.2305 0.0954 -1.9806 0.2720
Pb 2.0577 -3.9883 -1.6831 1.7430
```


Record 2
The following is a quantum chemistry calculation of a single C7H10NOPS molecule in a non-equilibrium geometry, from the OMol25 dataset.

Its HOMO energy is -8.54 eV. The spin multiplicity is 1. The value obtained for the gap between HOMO and LUMO is 8.1971 eV. The calculation puts the energy relative to the best compared isomer or geometry (same formula, charge and spin) at 50.3 kcal per mole. As for the SMILES: [H]/N=C1/C=CC=C[C@@H]1SP(C)O.

Geometry as XYZ:
```
21
Properties=species:S:1:pos:R:3:nbo_charge:R:1
C 2.3606 1.5544 0.7649 -0.2371
C 1.4572 1.1043 1.6155 -0.1606
C 2.0732 1.8146 -0.6446 -0.1786
C 0.0306 0.7380 1.1985 -0.4302
C 0.8352 1.4052 -1.0264 -0.2180
C -0.2342 1.2576 -0.1016 0.2412
C -1.6760 -3.0895 -0.1968 -1.0136
N -1.4561 1.4563 -0.5532 -0.6769
O -0.8968 -1.3034 -1.6305 -1.0077
P -1.8026 -1.2891 -0.1968 1.0252
S -0.0717 -1.1308 1.1113 -0.1016
H 3.3607 1.6535 1.0984 0.2196
H 1.5737 0.9341 2.7068 0.2211
H 2.7955 2.0952 -1.4106 0.2298
H -0.7509 0.8790 2.0655 0.2627
H 0.4597 1.3818 -2.0708 0.2244
H -0.6010 -3.4327 0.0580 0.2424
H -2.2879 -3.7254 0.4557 0.2418
H -2.0221 -3.4991 -1.1264 0.2529
H -2.1947 1.7072 0.0720 0.3608
H -0.9524 -0.5113 -2.1890 0.5023
```


Record 3
The following is a quantum chemistry calculation of a single C13H24Si2 molecule in a non-equilibrium geometry, from the OMol25 dataset.

Its HOMO energy is -8.36 eV. The spin multiplicity is 1. The value obtained for the gap between HOMO and LUMO is 9.1862 eV. The calculation puts the energy relative to the best compared isomer or geometry (same formula, charge and spin) at 24.9 kcal per mole. As for the SMILES: C[Si](C)(C)C(c1ccccc1)[Si](C)(C)C.

Geometry as XYZ:
```
39
Properties=species:S:1:pos:R:3:nbo_charge:R:1
C -3.1818 1.1362 2.3222 -0.2295
C -2.4219 2.2136 1.9813 -0.2018
C -2.8817 -0.1261 1.8143 -0.1849
C -1.3885 2.1039 1.0930 -0.2190
C -1.7122 -0.2758 1.0713 -0.2613
C -0.8988 0.8117 0.7287 0.0086
C 3.0884 -0.5430 0.2132 -1.1084
C 0.8941 -2.5806 0.4486 -1.1243
C 1.5178 -0.6746 2.6273 -1.1299
C 1.6191 1.0231 -2.7578 -1.1132
C -0.3878 -1.4054 -2.3518 -1.1201
C -1.3327 1.4340 -2.4717 -1.1304
C 0.3073 0.6225 -0.0078 -1.1588
Si 1.2893 -0.7344 0.7963 1.7067
Si 0.0804 0.3919 -1.8863 1.6934
H -3.9567 1.1666 3.0676 0.2091
H -2.5575 3.1124 2.5216 0.2108
H -3.5366 -0.9765 1.9854 0.2125
H -0.7632 2.9037 0.8890 0.1985
H -1.4598 -1.2556 0.7343 0.2060
H 3.6659 0.3806 0.3259 0.2354
H 3.5277 -1.2857 0.8900 0.2229
H 3.1814 -0.8550 -0.7871 0.2215
H 0.2091 -2.9817 1.2242 0.2338
H 0.3838 -2.7927 -0.4779 0.2403
H 1.7794 -3.2759 0.5027 0.2474
H 0.8992 -1.4057 3.1438 0.2379
H 1.3917 0.2520 3.1589 0.2446
H 2.5175 -1.0124 2.7844 0.2358
H 2.5409 0.8217 -2.2382 0.2421
H 1.5319 2.1260 -2.8314 0.2359
H 1.5906 0.5052 -3.6888 0.2380
H 0.3570 -2.1176 -2.6241 0.2344
H -0.9253 -1.8689 -1.4373 0.2292
H -1.1743 -1.5133 -3.0843 0.2417
H -1.7034 1.3171 -3.4852 0.2466
H -2.1621 1.3946 -1.7696 0.2504
H -0.7980 2.3767 -2.4847 0.2268
H 0.8697 1.5874 0.0599 0.2712
```


Record 4
The following is a quantum chemistry calculation of a single C3HBr3N2 molecule in a non-equilibrium geometry, from the OMol25 dataset.

Its HOMO energy is -10.42 eV. The spin multiplicity is 1. The value obtained for the gap between HOMO and LUMO is 9.5708 eV. The calculation puts the energy relative to the best compared isomer or geometry (same formula, charge and spin) at 0.0 kcal per mole. As for the SMILES: BrC1=NC(Br)N=C1Br.

Geometry as XYZ:
```
9
Properties=species:S:1:pos:R:3:nbo_charge:R:1
C 0.5814 0.9884 0.3099 0.0805
C -0.9407 0.5965 -0.2164 0.1465
C 0.3805 -1.0496 -0.4870 0.0680
N 1.2234 -0.0893 0.1805 -0.4329
N -0.9560 -0.5691 -0.6092 -0.4433
Br 0.9123 2.5348 1.2123 0.1905
Br -2.2148 1.9480 0.0674 0.1331
Br 0.1649 -2.6112 0.8063 -0.0224
H 0.8487 -1.7485 -1.2638 0.2801
```


Record 5
The following is a quantum chemistry calculation of a molecular structure, C49H73BN10P2S4V in a non-equilibrium geometry, from the OMol25 dataset.

Its HOMO energy (spin up / spin down) is -11.83 / -11.88 eV. Its total charge is +2. The spin multiplicity is 4. The value obtained for the gap between HOMO and LUMO (spin up / spin down) is 6.7999 / 6.8395 eV. The calculation puts the energy relative to the best compared isomer or geometry (same formula, charge and spin) at 5.0 kcal per mole.

Geometry as XYZ:
```
140
Properties=species:S:1:pos:R:3:mulliken_charge:R:1
V -1.3813 0.5343 -1.4673 0.5865
C 1.7470 -2.2690 -2.7491 -1.4052
C 2.3581 -1.7454 -1.4838 0.6586
C 3.6989 -1.6749 -1.2281 -0.6832
C 4.2088 -1.1451 -0.0123 -0.0401
N 3.3969 -0.7188 0.9381 -0.5927
N 2.0997 -0.8296 0.6801 0.6883
B 0.7852 -0.4416 1.5080 -0.7946
N 0.7794 1.0896 1.7528 0.9206
N 1.8372 1.2315 2.5792 -0.6592
C 2.1287 2.4060 3.0523 -0.1631
C 1.3740 3.5275 2.6447 -0.5856
C 0.3266 3.3947 1.7961 0.1237
C -0.4628 4.5939 1.3549 -1.7111
C -0.0160 2.0794 1.3408 0.8807
S -1.4773 1.8987 0.4283 -0.3943
C 3.3069 2.5418 4.0095 2.4074
C 2.8589 3.3683 5.2236 -1.8824
C 3.8070 1.1765 4.4817 -1.8375
C 4.4364 3.2752 3.2668 -1.5271
N 0.5607 -1.3424 2.7195 0.4658
N 1.5801 -2.2416 2.9126 -0.2336
C 1.4497 -3.1179 3.8541 0.0720
C 0.2459 -3.2046 4.6216 -0.6134
C -0.7595 -2.3292 4.4509 -0.1922
C -2.0504 -2.4762 5.2137 -1.7904
C -0.5577 -1.2445 3.4988 1.1301
S -1.5857 0.0572 3.3353 -0.4247
C 2.5992 -4.0777 4.1299 2.3497
C 2.1105 -5.5261 4.0021 -1.7661
C 3.7378 -3.8437 3.1547 -1.9543
C 3.0999 -3.8194 5.5619 -1.6573
C 1.5664 -1.2844 -0.4317 -0.4366
S -0.1581 -1.1572 -0.1246 0.1146
C 5.7210 -1.0647 0.2330 2.1974
C 6.0393 -0.4198 1.5819 -1.4234
C 6.3837 -0.2237 -0.8607 -1.6390
C 6.2996 -2.4908 0.1824 -1.5178
H 2.4654 -2.2572 -3.5674 0.4788
H 0.8789 -1.6723 -3.0307 -0.0340
H 1.4049 -3.2986 -2.6131 0.4024
H 4.3980 -2.0318 -1.9781 0.5532
H 1.6422 4.5142 3.0053 0.4490
H -0.0063 5.5087 1.7307 0.4575
H -1.4897 4.5387 1.7215 0.3518
H -0.5141 4.6357 0.2659 0.2480
H 1.9752 2.9302 5.6965 0.3930
H 2.6312 4.4055 4.9595 0.3623
H 3.6621 3.3890 5.9635 0.4713
H 3.0483 0.6686 5.0853 0.3788
H 4.6979 1.3220 5.0992 0.5156
H 4.0579 0.5230 3.6429 0.0948
H 4.1123 4.2537 2.8978 0.3710
H 4.7883 2.6835 2.4155 0.1330
H 5.2823 3.4365 3.9406 0.4674
H 0.1311 -4.0129 5.3371 0.5474
H -1.8541 -2.6417 6.2756 0.4292
H -2.5946 -3.3477 4.8407 0.3282
H -2.6803 -1.5999 5.1071 0.3709
H 1.7568 -5.7336 2.9872 0.3512
H 1.3002 -5.7536 4.6988 0.3494
H 2.9319 -6.2114 4.2226 0.4570
H 3.4074 -4.0177 2.1262 0.3202
H 4.5597 -4.5294 3.3825 0.5276
H 4.0998 -2.8175 3.2234 0.1702
H 2.3270 -4.0277 6.3054 0.3793
H 3.4192 -2.7801 5.6829 0.2542
H 3.9539 -4.4668 5.7792 0.4695
H 5.5894 0.5723 1.6699 0.0238
H 7.1226 -0.3159 1.6760 0.5256
H 5.6799 -1.0215 2.4135 0.2057
H 6.0973 0.8264 -0.7588 0.3072
H 6.1321 -0.5611 -1.8695 0.3035
H 7.4687 -0.2812 -0.7534 0.4754
H 5.8201 -3.1374 0.9159 0.1491
H 7.3673 -2.4552 0.4104 0.4749
H 6.1889 -2.9467 -0.8066 0.3604
C -3.5336 -1.2241 0.5820 -1.5033
P -3.4094 -0.8122 -1.1961 1.9441
C -4.7894 0.4216 -1.3758 -0.8895
N -5.9795 0.1115 -0.9141 -0.0289
C -6.9506 1.0557 -0.9745 0.3215
C -8.2491 0.7564 -0.4921 -0.6340
C -9.2107 1.7180 -0.5198 -0.5526
C -8.9312 3.0182 -1.0283 -0.5933
C -7.6965 3.3298 -1.5047 -0.4864
C -6.6753 2.3447 -1.4874 0.2916
N -5.4433 2.6516 -1.9551 -0.3337
C -4.5223 1.7151 -1.9214 0.0979
P -2.8223 2.1402 -2.5246 1.4885
C -2.7693 3.9346 -2.2566 -1.6516
C -2.8333 1.9460 -4.3821 2.3120
C -1.8195 2.9506 -4.9501 -1.9671
C -4.2146 2.1687 -4.9904 -1.7402
C -2.3435 0.5235 -4.6653 -0.7045
C -3.9584 -2.3983 -2.0518 1.6881
C -2.6848 -3.2390 -2.2204 -1.6758
C -4.5978 -2.1324 -3.4220 -1.8139
C -4.9626 -3.1639 -1.1829 -1.7393
H -4.5667 -1.4349 0.8386 0.6237
H -3.1851 -0.3723 1.1637 0.1782
H -2.9044 -2.0792 0.8306 0.4403
H -8.4436 -0.2389 -0.1099 0.4844
H -10.2054 1.4965 -0.1516 0.4159
H -9.7162 3.7650 -1.0328 0.4174
H -7.4624 4.3114 -1.9030 0.4850
H -3.5562 4.4149 -2.8314 0.4464
H -1.7947 4.3284 -2.5386 0.3892
H -2.9424 4.1256 -1.2009 0.4802
H -2.2044 3.9717 -4.9277 0.3561
H -1.6089 2.6977 -5.9949 0.5469
H -0.8722 2.9326 -4.4006 0.3095
H -4.6333 3.1355 -4.7011 0.3397
H -4.9204 1.3937 -4.6829 0.2957
H -4.1449 2.1456 -6.0829 0.5062
H -1.3607 0.3458 -4.2123 -0.5730
H -2.2428 0.3504 -5.7410 0.7699
H -3.0357 -0.2156 -4.2741 -0.3510
H -1.9490 -2.7281 -2.8485 0.2188
H -2.9305 -4.1910 -2.7004 0.5120
H -2.2177 -3.4652 -1.2562 0.3260
H -3.8601 -1.8916 -4.1858 0.4720
H -5.3521 -1.3427 -3.3915 0.3340
H -5.1006 -3.0453 -3.7512 0.5486
H -4.5227 -3.5073 -0.2456 0.3219
H -5.2817 -4.0504 -1.7394 0.5552
H -5.8458 -2.5669 -0.9591 0.3079
C 0.9662 1.0343 -5.3213 -0.4704
N 2.1527 1.3188 -4.5203 0.2460
C 3.4397 1.4341 -5.0462 -0.4846
C 4.2417 1.7925 -4.0360 -0.6518
N 3.4349 1.8636 -2.9059 0.2337
C 2.1504 1.5960 -3.2030 -0.4636
S 0.8429 1.7569 -2.1121 -0.1131
H 1.1375 0.1509 -5.9309 0.4146
H 0.7354 1.8803 -5.9642 0.4328
H 0.1381 0.8627 -4.6513 -0.8418
H 3.6521 1.2705 -6.0917 0.5113
H 5.2961 2.0041 -4.0202 0.4686
H 3.7162 2.1581 -1.9853 0.1871
```


Record 6
The following is a quantum chemistry calculation of 3 unconnected molecules or ions with the total composition C17H34ClFO7P in a non-equilibrium geometry, from the OMol25 dataset.

Its HOMO energy is -12.46 eV. Its total charge is +1. The spin multiplicity is 1. The value obtained for the gap between HOMO and LUMO is 9.1698 eV.

Geometry as XYZ:
```
61
Properties=species:S:1:pos:R:3:nbo_charge:R:1
C 4.0283 -1.5807 2.8400 -0.6107
C 4.0668 -0.0380 2.7451 -0.4386
C 2.7469 0.4736 2.1058 -0.0556
F 3.0210 1.2150 0.9790 -0.3407
P 1.7826 1.5563 3.2567 1.2454
C 1.8229 3.3229 2.7869 -0.8303
C 1.0037 3.6508 1.5443 0.5651
O -0.1063 3.4572 1.4379 -0.4685
Cl 1.9220 4.4127 0.2423 -0.0124
C 0.0419 1.0621 3.5466 -0.7072
C -0.5583 0.0353 2.5455 -0.2231
C -0.3318 0.3635 1.0574 -0.6150
C -0.1022 -1.3948 2.9372 -0.6308
H 4.4031 -1.9882 1.9066 0.2332
H 4.6055 -1.8928 3.7053 0.2360
H 3.0198 -1.9606 2.9881 0.2036
H 4.8982 0.2710 2.1182 0.2579
H 4.1984 0.4374 3.7161 0.2036
H 2.1741 -0.3780 1.7609 0.2338
H 2.4300 1.4832 4.5026 0.0445
H 2.8344 3.7007 2.6588 0.2991
H 1.3529 3.8607 3.6117 0.2978
H 0.0047 0.6252 4.5416 0.2652
H -0.5566 1.9728 3.5789 0.2802
H -1.6305 0.0644 2.7135 0.2419
H -1.2159 0.7274 0.5450 0.2478
H 0.4613 1.0918 0.8877 0.1859
H -0.0057 -0.5439 0.5505 0.2244
H 0.6287 -1.8274 2.2578 0.2058
H 0.2144 -1.4533 3.9754 0.2059
H -0.9850 -2.0302 2.8825 0.2529
C 0.6391 2.9480 -2.4679 -0.6322
C -0.6901 3.3492 -3.0745 -0.0709
O -0.5233 3.9546 -4.3594 -0.4926
C -0.2504 3.1100 -5.3610 0.9822
O -0.1526 1.9118 -5.2683 -0.6492
O -0.0972 3.8259 -6.4741 -0.4889
C 0.2904 3.0604 -7.6189 -0.2575
H 1.3117 3.8041 -2.4299 0.2091
H 0.4956 2.5688 -1.4553 0.1954
H 1.1302 2.1746 -3.0577 0.2312
H -1.1675 4.1017 -2.4480 0.1908
H -1.3720 2.5005 -3.1435 0.1933
H -0.3968 2.2347 -7.7911 0.1989
H 1.3064 2.6883 -7.4936 0.1894
H 0.2614 3.7295 -8.4744 0.2011
C -4.9097 -4.4292 -1.9242 -0.6412
C -4.0597 -3.2300 -1.5622 -0.0711
O -3.5778 -3.3069 -0.2083 -0.4978
C -2.5713 -4.1552 -0.0014 0.9791
O -2.0247 -4.8339 -0.8312 -0.6349
O -2.2686 -4.1270 1.3060 -0.5091
C -1.2588 -5.0617 1.6905 -0.2584
H -5.7258 -4.5460 -1.2093 0.2144
H -5.3332 -4.3062 -2.9209 0.2247
H -4.3285 -5.3499 -1.9099 0.2282
H -4.6618 -2.3244 -1.6121 0.1921
H -3.2236 -3.1068 -2.2512 0.1943
H -0.3601 -4.9407 1.0874 0.1933
H -1.6365 -6.0795 1.6075 0.2017
H -1.0133 -4.8606 2.7310 0.1878
```


Record 7
The following is a quantum chemistry calculation of 2 unconnected molecules or ions with the total composition C4H7BrN2 in a non-equilibrium geometry, from the OMol25 dataset.

Its HOMO energy is -8.29 eV. The spin multiplicity is 1. The value obtained for the gap between HOMO and LUMO is 7.9745 eV. The calculation puts the energy relative to the best compared isomer or geometry (same formula, charge and spin) at 104.2 kcal per mole.

Geometry as XYZ:
```
14
Properties=species:S:1:pos:R:3:nbo_charge:R:1
C 1.6952 0.5464 -0.5457 -0.2192
C -1.6852 -0.7397 -0.5693 -0.0108
C 2.0071 1.9817 -0.1998 -0.6355
C -2.2757 -1.8645 0.2889 -0.8176
N 0.9728 -0.2655 0.1314 0.0862
N 0.3426 -1.0096 0.6612 -0.0277
Br -2.2242 0.8528 0.2883 0.0040
H 1.9427 0.1157 -1.5250 0.2304
H 1.1772 2.6917 -0.2931 0.2260
H 2.9213 2.3833 -0.8132 0.2333
H 2.2531 1.9049 0.8612 0.2204
H -3.3647 -2.0787 0.3508 0.2521
H -1.7940 -2.7710 0.0065 0.2194
H -1.9683 -1.7475 1.3578 0.2390
```